A cluster of 7 separate species, C32H74FIN3O7 in total in a non-equilibrium geometry, computed with wB97M-V/def2-TZVPD.

Values from the calculation:
Highest occupied orbital energy in Ha: -0.384
Calculated total energy in eV: -63995.981

The geometry in ORCA input format:
```
! wB97M-V def2-TZVPD RIJCOSX def2/J DEFGRID3
* xyz 1 1
C 2.855 -1.815 4.654
C 3.602 -1.058 3.562
C 3.218 0.404 3.257
I 1.991 1.366 4.728
C 2.639 0.508 1.855
C 1.263 -0.167 1.547
O 1.432 -1.217 0.664
C 1.270 -2.550 1.175
C -0.093 -3.115 0.797
C -1.228 -2.155 1.156
C -0.169 -3.550 -0.679
C 0.050 -5.053 -0.888
C 1.499 -5.460 -0.560
C -0.390 -5.487 -2.300
N 0.480 0.902 0.882
C -0.491 1.448 1.902
C -1.336 2.696 1.634
C -2.813 2.382 1.291
C -3.564 3.634 0.829
C -3.551 1.805 2.523
C -3.716 0.284 2.573
C -4.824 -0.139 3.504
C -5.214 -1.403 3.738
C -4.504 -2.597 3.161
C -6.414 -1.726 4.587
C 1.472 1.770 0.451
N 1.453 2.317 -0.756
C 0.496 1.996 -1.810
C -0.495 3.088 -2.143
F -0.924 2.850 -3.445
N 2.506 1.906 1.317
C 3.773 2.483 0.851
H 1.773 -1.782 4.517
H 3.147 -2.866 4.608
H 3.111 -1.444 5.644
H 3.540 -1.632 2.633
H 4.660 -1.045 3.831
H 4.117 1.019 3.293
H 3.344 -0.027 1.209
H 0.738 -0.475 2.452
H 1.424 -2.579 2.258
H 2.066 -3.147 0.734
H -0.223 -4.018 1.405
H -2.179 -2.690 1.120
H -1.299 -1.336 0.438
H -1.129 -1.755 2.169
H -1.159 -3.291 -1.068
H 0.553 -2.994 -1.288
H -0.594 -5.559 -0.163
H 1.798 -6.325 -1.153
H 2.198 -4.650 -0.768
H 1.584 -5.751 0.483
H -0.681 -4.635 -2.915
H -1.256 -6.151 -2.253
H 0.395 -6.033 -2.824
H -1.166 0.608 2.060
H 0.068 1.591 2.825
H -0.879 3.382 0.916
H -1.337 3.251 2.578
H -2.823 1.608 0.515
H -3.041 4.235 0.092
H -4.520 3.346 0.386
H -3.793 4.272 1.686
H -4.563 2.220 2.506
H -3.088 2.175 3.442
H -3.929 -0.080 1.563
H -2.786 -0.180 2.923
H -5.344 0.668 4.019
H -4.599 -3.446 3.841
H -3.444 -2.405 2.997
H -4.951 -2.916 2.214
H -6.966 -2.560 4.149
H -7.085 -0.868 4.653
H -6.126 -2.023 5.598
H 2.204 2.933 -1.019
H 0.011 1.060 -1.549
H 1.080 1.821 -2.718
H -0.051 4.085 -2.095
H -1.370 3.034 -1.514
H 4.611 1.885 1.202
H 3.841 2.525 -0.237
H 3.914 3.490 1.242
C 1.756 -6.877 3.534
O 1.169 -5.702 2.973
H 2.264 -7.391 2.722
H 2.487 -6.635 4.308
H 1.001 -7.544 3.953
H 0.712 -5.236 3.676
C -0.850 2.282 -7.197
O -1.344 1.460 -6.142
H -1.103 1.795 -8.132
H -1.310 3.274 -7.184
H 0.236 2.390 -7.152
H -1.123 1.874 -5.307
C -1.765 3.097 -10.798
O -0.391 3.104 -10.426
H -2.211 2.215 -10.344
H -2.293 3.982 -10.430
H -1.894 3.031 -11.880
H 0.018 3.875 -10.822
C -3.496 0.460 -2.249
O -4.162 0.127 -1.035
H -2.634 1.063 -1.972
H -3.144 -0.426 -2.782
H -4.125 1.051 -2.918
H -4.934 -0.399 -1.256
C 4.880 2.633 -3.195
O 4.100 1.461 -2.966
H 5.502 2.428 -4.061
H 4.257 3.505 -3.418
H 5.532 2.862 -2.347
H 3.544 1.610 -2.200
C 6.563 5.453 1.068
O 6.258 4.422 2.006
H 6.265 5.088 0.087
H 6.013 6.373 1.281
H 7.631 5.675 1.043
H 6.520 4.729 2.876
*
```

Here are the Mulliken charges for atoms 1 to 6, given in e:
1 C -1.589
2 C -0.190
3 C -1.149
4 I 0.079
5 C -1.690
6 C 0.449


A cluster of 5 separate species, C32H75O14P in total in a non-equilibrium geometry, computed with wB97M-V/def2-TZVPD.

Values from the calculation:
Structure (SMILES): CCCOO[P@@](=O)(O)OCCCCCCCCCCCCOC.COCCOC.COCCOC.COCCOC.COCCOC
Highest occupied orbital energy in Ha: -0.341
Calculated total energy in eV: -72346.789

The geometry in ORCA input format:
```
! wB97M-V def2-TZVPD RIJCOSX def2/J DEFGRID3
* xyz 0 1
C -3.927 7.334 1.674
C -3.602 6.119 0.714
C -2.118 6.178 0.202
O -1.937 5.188 -0.815
O -0.581 4.802 -0.878
P -0.628 3.113 -1.115
O -1.240 2.499 0.111
O -1.596 2.877 -2.463
O 0.868 2.539 -1.528
C 0.939 1.136 -1.077
C 1.950 0.334 -1.959
C 3.167 -0.274 -1.185
C 2.788 -1.099 0.100
C 2.478 -2.623 -0.230
C 3.475 -3.605 0.474
C 3.339 -5.101 -0.027
C 2.700 -6.023 1.084
C 3.035 -7.553 0.888
C 1.765 -8.429 0.592
C 0.978 -7.991 -0.690
C 1.542 -8.731 -1.972
O 1.113 -8.147 -3.197
C 1.770 -6.872 -3.362
H -3.087 8.063 1.568
H -4.890 7.791 1.371
H -3.993 7.003 2.735
H -4.230 6.222 -0.202
H -3.826 5.175 1.248
H -1.946 7.193 -0.234
H -1.394 6.031 1.039
H -1.793 3.736 -2.862
H -0.060 0.655 -1.210
H 1.201 1.179 0.001
H 2.325 1.028 -2.754
H 1.430 -0.487 -2.505
H 3.895 0.511 -0.870
H 3.666 -0.990 -1.885
H 1.955 -0.636 0.670
H 3.682 -1.052 0.776
H 2.463 -2.772 -1.335
H 1.469 -2.816 0.217
H 4.505 -3.197 0.317
H 3.297 -3.618 1.576
H 4.367 -5.494 -0.204
H 2.687 -5.143 -0.927
H 1.598 -5.895 1.169
H 3.160 -5.689 2.049
H 3.418 -7.907 1.881
H 3.870 -7.727 0.168
H 1.076 -8.262 1.457
H 1.988 -9.516 0.498
H 0.889 -6.892 -0.822
H -0.070 -8.372 -0.575
H 1.095 -9.753 -1.943
H 2.651 -8.834 -1.891
H 2.062 -6.692 -4.415
H 1.037 -6.106 -2.995
H 2.644 -6.790 -2.666
C 6.186 -7.736 -6.932
O 7.278 -7.624 -6.033
C 7.124 -6.545 -5.119
C 6.679 -7.036 -3.752
O 5.359 -7.566 -3.795
C 5.345 -8.986 -3.809
H 6.265 -8.695 -7.443
H 5.226 -7.698 -6.411
H 6.230 -6.936 -7.677
H 6.426 -5.799 -5.510
H 8.104 -6.069 -5.019
H 6.658 -6.186 -3.064
H 7.383 -7.773 -3.354
H 5.595 -9.373 -2.815
H 6.037 -9.392 -4.549
H 4.334 -9.309 -4.064
C -6.716 13.334 2.797
O -7.918 12.582 2.742
C -7.935 11.663 1.657
C -7.641 10.248 2.127
O -6.302 10.123 2.590
C -6.217 10.128 4.007
H -6.679 13.847 3.758
H -5.833 12.695 2.711
H -6.706 14.082 1.998
H -7.231 11.967 0.877
H -8.942 11.690 1.231
H -7.750 9.567 1.277
H -8.352 9.937 2.898
H -6.571 9.172 4.406
H -6.791 10.947 4.445
H -5.169 10.253 4.280
C -3.351 13.669 1.057
O -3.093 14.044 2.401
C -1.808 13.627 2.846
C -0.821 14.783 2.847
O -0.537 15.224 1.524
C -1.235 16.412 1.187
H -4.241 14.200 0.721
H -2.520 13.929 0.397
H -3.542 12.592 1.001
H -1.434 12.797 2.240
H -1.927 13.267 3.873
H 0.124 14.437 3.276
H -1.187 15.609 3.464
H -0.784 17.269 1.697
H -2.296 16.346 1.441
H -1.145 16.561 0.110
C -0.974 -13.448 3.687
O -1.576 -13.597 2.411
C -2.111 -12.376 1.915
C -1.198 -11.754 0.872
O 0.027 -11.315 1.449
C 1.094 -12.214 1.192
H -0.403 -14.352 3.899
H -0.294 -12.593 3.717
H -1.745 -13.331 4.454
H -2.304 -11.673 2.732
H -3.070 -12.616 1.445
H -1.690 -10.867 0.460
H -1.015 -12.450 0.048
H 1.416 -12.127 0.149
H 0.817 -13.248 1.409
H 1.929 -11.936 1.837
*
```

Here are the Mulliken charges for atoms 1 to 6, given in e:
1 C -0.790
2 C -0.292
3 C -0.528
4 O -0.221
5 O -0.271
6 P 1.113


A cluster of 8 separate species, C32H76Cl8N4 in total in a non-equilibrium geometry, computed with wB97M-V/def2-TZVPD.

Values from the calculation:
ΔE to the lowest compared entry with this formula, charge and spin in eV: 20.533
Structure (SMILES): CCN(CC)CC.CCN(CC)CC.CCN(CC)CC.CCN(CC)CC.ClCCCl.ClCCCl.ClCCCl.ClCCCl
Highest occupied orbital energy in Ha: -0.292
Calculated total energy in eV: -140534.626

The geometry in ORCA input format:
```
! wB97M-V def2-TZVPD RIJCOSX def2/J DEFGRID3
* xyz 0 1
Cl 20.982 -17.099 -4.485
C 19.939 -16.768 -2.997
C 20.317 -15.432 -2.358
Cl 19.431 -15.018 -0.963
H 20.218 -17.423 -2.290
H 18.988 -16.969 -3.214
H 20.299 -14.534 -2.904
H 21.206 -15.511 -1.901
Cl 22.491 -17.582 -0.377
C 24.091 -18.217 -0.266
C 24.142 -19.661 -0.494
Cl 25.711 -20.418 -0.607
H 24.711 -18.078 0.567
H 24.663 -17.702 -0.980
H 23.522 -20.010 -1.380
H 23.542 -20.260 0.312
Cl 16.677 -14.569 4.105
C 18.152 -14.920 3.131
C 18.338 -16.274 2.580
Cl 17.081 -16.496 1.249
H 18.799 -14.610 3.961
H 18.182 -14.386 2.228
H 18.090 -16.942 3.312
H 19.304 -16.460 2.306
Cl 23.735 -21.836 -3.623
C 23.354 -23.651 -3.832
C 22.129 -24.092 -2.947
Cl 22.737 -24.033 -1.329
H 24.291 -24.099 -3.485
H 22.912 -24.039 -4.786
H 21.870 -25.175 -3.363
H 21.190 -23.522 -3.070
C 17.606 -19.929 4.424
C 18.070 -18.995 5.644
N 19.298 -18.304 5.266
C 19.586 -17.106 5.974
C 19.378 -17.113 7.420
C 20.508 -19.181 5.096
C 21.822 -18.523 4.448
H 16.690 -20.390 4.953
H 18.384 -20.827 3.986
H 17.184 -19.422 3.553
H 18.298 -19.572 6.510
H 17.319 -18.385 5.910
H 18.728 -16.430 5.666
H 20.244 -16.423 5.613
H 18.758 -17.795 7.952
H 19.465 -15.892 7.813
H 20.321 -17.588 7.521
H 20.301 -19.861 4.466
H 21.022 -19.584 6.004
H 22.623 -19.257 4.160
H 22.113 -17.688 5.183
H 21.446 -18.091 3.647
C 14.079 -20.974 -4.703
C 14.470 -19.952 -5.812
N 13.327 -19.021 -6.281
C 12.919 -17.995 -5.303
C 13.816 -17.429 -4.533
C 13.806 -18.396 -7.574
C 12.426 -18.249 -8.274
H 13.171 -21.283 -4.790
H 14.077 -20.367 -3.698
H 14.538 -21.919 -4.767
H 14.433 -20.475 -6.666
H 15.388 -19.358 -5.592
H 12.396 -18.586 -4.536
H 11.991 -17.323 -5.543
H 14.705 -17.749 -4.251
H 13.425 -17.225 -3.665
H 13.902 -16.429 -5.016
H 14.235 -19.129 -8.151
H 14.331 -17.342 -7.235
H 12.794 -17.880 -9.364
H 11.727 -17.489 -7.891
H 11.797 -19.131 -8.497
C 17.195 -27.439 2.113
C 16.750 -26.159 1.375
N 17.339 -26.252 0.003
C 16.685 -25.655 -1.070
C 16.092 -24.389 -0.805
C 18.783 -25.895 -0.017
C 19.536 -26.757 -1.027
H 18.253 -27.706 1.990
H 16.822 -28.343 1.436
H 16.695 -27.425 3.082
H 17.155 -25.345 1.722
H 15.605 -26.056 1.160
H 15.755 -26.371 -1.254
H 17.066 -25.805 -1.941
H 15.959 -23.681 -0.022
H 14.899 -24.482 -1.390
H 16.545 -23.666 -1.224
H 19.187 -26.013 0.949
H 18.872 -24.701 -0.281
H 19.361 -27.848 -0.841
H 20.477 -26.719 -0.644
H 19.403 -26.453 -2.060
C 17.858 -19.424 0.132
C 17.671 -20.693 -0.634
N 18.752 -20.845 -1.636
C 20.019 -20.999 -1.192
C 20.229 -21.814 -0.067
C 18.417 -21.875 -2.672
C 17.202 -21.599 -3.405
H 17.839 -18.550 -0.455
H 18.840 -19.345 0.561
H 17.075 -19.248 0.984
H 16.638 -20.761 -0.778
H 17.745 -21.727 -0.080
H 20.379 -19.932 -0.731
H 20.854 -21.063 -1.957
H 19.718 -22.077 0.720
H 21.231 -21.238 0.388
H 20.543 -22.745 -0.504
H 18.493 -23.008 -2.300
H 19.143 -21.910 -3.569
H 16.172 -21.780 -3.001
H 17.413 -22.362 -4.187
H 17.187 -20.810 -3.779
*
```

Here are the Mulliken charges for atoms 1 to 6, given in e:
1 Cl -0.234
2 C 0.022
3 C -0.643
4 Cl -0.116
5 H -0.228
6 H 0.516


A cluster of 9 separate species, C32H76N8O7 in total in a non-equilibrium geometry, computed with wB97M-V/def2-TZVPD.

Values from the calculation:
Expectation value of S²: 0.754
Highest occupied orbital energy (alpha / beta) in Ha: -0.350 / -0.350
Calculated total energy in eV: -60661.933

The geometry in ORCA input format:
```
! wB97M-V def2-TZVPD RIJCOSX def2/J DEFGRID3
* xyz 1 2
O 3.287 -0.198 30.878
C 3.249 0.718 30.051
N 3.419 0.414 28.786
C 2.978 2.220 30.384
H 3.552 -0.545 28.500
H 3.589 1.089 28.054
H 3.761 2.569 31.058
H 1.966 2.412 30.741
H 3.159 2.751 29.450
O 4.978 -5.365 33.611
C 4.082 -5.264 32.772
N 3.501 -4.129 32.687
C 3.913 -6.395 31.706
H 3.694 -3.547 33.490
H 2.816 -3.852 31.999
H 3.386 -7.271 32.085
H 4.842 -6.834 31.342
H 3.434 -6.081 30.779
O 3.323 -2.935 27.694
C 4.047 -3.489 28.484
N 4.355 -2.951 29.643
C 4.659 -4.849 28.262
H 4.970 -3.351 30.337
H 3.980 -2.017 29.718
H 4.409 -5.054 27.221
H 4.136 -5.668 28.753
H 5.731 -4.722 28.415
O 8.354 -6.865 25.862
C 8.291 -5.807 26.493
N 7.368 -4.915 26.173
C 9.183 -5.560 27.707
H 7.152 -4.179 26.829
H 6.758 -5.069 25.383
H 8.714 -5.901 28.629
H 9.423 -4.511 27.886
H 10.147 -5.988 27.432
O 2.448 -2.908 22.990
C 2.464 -2.839 24.170
N 3.126 -3.770 24.811
C 1.623 -1.825 25.034
H 3.154 -3.815 25.820
H 3.689 -4.383 24.239
H 1.483 -2.070 26.087
H 0.620 -1.751 24.613
H 2.051 -0.825 25.096
C 6.279 -1.232 32.325
C 6.860 -0.219 31.349
N 7.583 0.919 32.057
C 8.237 1.847 31.130
C 9.689 1.493 31.178
C 6.793 1.717 33.038
C 7.761 2.334 34.009
H 6.860 -1.337 33.241
H 6.105 -2.210 31.877
H 5.296 -0.926 32.683
H 7.585 -0.668 30.670
H 5.991 0.264 30.903
H 7.868 1.669 30.120
H 8.095 2.893 31.400
H 9.955 0.514 30.780
H 10.237 2.258 30.629
H 10.083 1.506 32.194
H 6.191 1.086 33.691
H 6.169 2.416 32.481
H 8.591 1.773 34.440
H 7.269 2.680 34.918
H 8.197 3.211 33.530
C 3.512 -10.204 32.252
C 3.562 -10.841 30.898
N 2.518 -10.079 30.122
C 3.107 -8.964 29.380
C 2.028 -7.921 29.005
C 1.759 -10.930 29.158
C 0.591 -11.643 29.878
H 3.917 -10.789 33.077
H 2.501 -9.913 32.536
H 4.015 -9.241 32.348
H 4.558 -10.949 30.468
H 3.173 -11.845 31.067
H 3.439 -9.288 28.394
H 3.928 -8.454 29.883
H 1.520 -7.427 29.833
H 1.266 -8.391 28.383
H 2.310 -7.178 28.259
H 1.348 -10.303 28.367
H 2.278 -11.681 28.563
H -0.074 -10.998 30.452
H 0.058 -12.083 29.035
H 1.005 -12.352 30.594
C -0.830 -6.197 22.845
C -0.146 -5.360 23.862
N -0.284 -6.045 25.182
C 0.029 -5.192 26.284
C -1.021 -4.125 26.616
C 0.517 -7.301 25.258
C 2.002 -7.178 24.937
H -0.989 -5.694 21.891
H -1.802 -6.382 23.301
H -0.511 -7.216 22.627
H 0.837 -5.196 23.422
H -0.586 -4.366 23.785
H 0.034 -5.696 27.251
H 0.996 -4.721 26.109
H -2.024 -4.522 26.461
H -0.991 -3.832 27.666
H -0.974 -3.234 25.990
H -0.128 -8.007 24.733
H 0.312 -7.690 26.255
H 2.162 -6.956 23.882
H 2.535 -8.089 25.208
H 2.404 -6.354 25.526
O 7.251 -4.006 30.693
C 7.736 -4.522 31.674
O 7.909 -5.840 31.704
C 8.400 -6.382 32.916
C 8.676 -5.162 33.803
C 8.161 -3.957 32.958
H 9.304 -6.970 32.757
H 7.670 -7.011 33.427
H 9.697 -5.099 34.179
H 8.105 -5.278 34.725
H 9.026 -3.317 32.784
H 7.302 -3.421 33.361
*
```

Here are the Mulliken charges for atoms 1 to 6, given in e:
1 O -0.661
2 C 0.725
3 N -0.170
4 C -0.895
5 H -0.063
6 H 0.208


Q: Which formula does entry 1 have?
A: C32H74FIN3O7